Computed, not measured: a molecular structure, C16H16BrMnN2O9P2, with ωB97M-V/def2-TZVPD.

Structure (XYZ):
```
47
Properties=species:S:1:pos:R:3:forces:R:3:mulliken_spin:R:1
Mn -1.38043 0.80420 -0.88130 -0.1940 0.1715 -0.0315 3.91
O -2.95243 -3.09238 -1.73625 0.0030 0.0117 -0.0143 0.00
C -2.99477 -3.54834 -0.46501 -0.0078 -0.0283 0.0084 0.00
C -3.53492 -4.81076 -0.24311 -0.0017 -0.0081 0.0060 0.00
C -3.60436 -5.32332 1.04027 -0.0011 0.0063 -0.0088 0.00
C -3.15027 -4.58484 2.12576 0.0057 0.0090 0.0155 0.00
C -2.61345 -3.32790 1.90304 -0.0138 -0.0177 -0.0120 0.00
C -2.51553 -2.80497 0.61893 0.0188 0.0378 0.0184 0.00
C -1.83354 -1.48347 0.41117 0.0286 -0.0066 -0.0501 -0.04
O -2.42291 -0.70043 -0.59363 0.0553 0.1103 -0.0266 0.06
N -0.43706 -1.72503 -0.02902 -0.0164 -0.0120 -0.0295 0.01
N 0.07086 -0.57589 -0.57848 -0.0039 -0.0208 -0.0021 -0.09
C 1.30070 -0.40155 -0.85971 0.0582 0.0245 -0.0191 0.02
C 1.71657 0.73678 -1.67865 -0.1013 -0.0446 -0.0236 0.00
Br 0.48469 1.19225 -3.06781 0.0394 -0.0344 0.0354 0.04
C 2.83195 1.43934 -1.52015 0.0494 0.0096 0.0311 0.01
C 3.73856 1.21921 -0.38382 -0.0083 0.0036 -0.0371 0.00
C 5.11801 1.17933 -0.58428 0.0182 0.0136 0.0220 0.00
C 5.96961 0.95540 0.48384 -0.0013 -0.0024 -0.0118 0.00
C 5.45427 0.79170 1.76397 -0.0170 -0.0032 0.0030 0.00
C 4.08534 0.86257 1.97514 0.0240 -0.0054 0.0133 0.00
C 3.22811 1.07743 0.90615 -0.0094 0.0048 -0.0041 0.00
H -2.76900 -2.13676 -1.70723 -0.0021 0.0000 0.0058 0.01
H -3.90162 -5.36888 -1.09418 0.0003 0.0010 -0.0010 0.00
H -4.03017 -6.30607 1.19672 -0.0008 -0.0010 -0.0031 0.00
H -3.22093 -4.98073 3.12933 0.0015 0.0030 0.0009 0.00
H -2.26242 -2.73146 2.73856 -0.0013 -0.0028 0.0046 0.00
H -1.82954 -0.92713 1.36147 -0.0041 -0.0271 0.0183 -0.02
H 0.16939 -2.16332 0.65677 -0.0094 0.0032 0.0133 0.00
H 2.05135 -1.12412 -0.54670 0.0105 0.0054 -0.0039 0.00
H 3.06830 2.22918 -2.22161 0.0129 -0.0058 -0.0023 0.00
H 5.51829 1.31788 -1.58108 0.0006 -0.0016 0.0000 0.00
H 7.03866 0.91594 0.32176 -0.0020 0.0002 -0.0041 0.00
H 6.12323 0.62740 2.59844 -0.0016 0.0027 0.0008 0.00
H 3.68505 0.77020 2.97624 -0.0030 0.0016 -0.0012 0.00
H 2.16283 1.19571 1.06785 0.0102 0.0064 0.0176 0.00
O -0.48010 4.42484 0.93079 0.0336 0.0396 0.0608 0.00
P -0.05394 3.63113 -0.36023 0.0199 0.1798 -0.0877 0.00
O 1.27995 3.95616 -0.85295 0.0073 -0.0374 0.0125 0.01
O -0.34181 2.12688 -0.06495 0.0036 -0.2011 0.0079 0.04
O -1.21639 4.00207 -1.44335 0.1307 -0.0037 -0.0320 0.00
P -2.70725 3.46794 -1.15735 -0.1913 -0.0217 0.0302 0.00
O -3.56383 4.13231 -2.30896 0.0328 -0.0350 0.0321 0.00
O -3.11747 3.82993 0.21357 -0.0152 0.0078 -0.0365 0.00
O -2.68430 1.96768 -1.53403 0.0771 -0.1227 0.0946 0.03
H -1.44857 4.34825 1.06577 -0.0344 -0.0144 -0.0111 0.00
H -4.02873 4.91568 -1.99168 -0.0002 0.0044 0.0008 0.00
```
Positions in Å, forces in eV/Å.

Summary:
**Charge**: 0
**Multiplicity**: 5
**ΔE to the lowest compared entry with this formula, charge and spin**: 0.4 kJ/mol
**Largest force on an atom**: 0.26 eV/Å
**Kohn-Sham gap (alpha / beta)**: 0.2633 / 0.2743 hartree
**⟨S²⟩**: 6.04



Computed, not measured: 2 unconnected molecules or ions with the total composition C7H17N at a distorted geometry, with ωB97M-V/def2-TZVPD.

Structure (XYZ):
```
25
Properties=species:S:1:pos:R:3:forces:R:3:mulliken_charge:R:1
C 0.97040 -2.20368 0.68442 0.1335 -0.6625 -0.4959 0.01
C -1.31276 0.15541 -0.07232 1.4440 1.9518 -0.1835 -1.23
C -0.09898 -3.01034 1.35084 -0.0863 0.2687 0.0199 -1.07
N 1.22461 -2.11572 -0.55298 0.1773 -0.5708 0.3364 -0.60
H 1.64514 -1.67374 1.34678 0.1174 0.2185 0.1957 0.39
H 1.16354 -0.35517 -1.11879 -0.1452 2.3888 -0.3986 0.39
H 0.58063 -2.63618 -1.15353 -0.1149 -0.0620 0.2840 0.21
H -0.68966 -2.36685 2.00928 0.0172 -0.0812 0.0276 0.30
H -2.00087 0.66586 0.59894 -0.2776 0.0105 -0.0443 0.47
H -1.83640 -0.12487 -0.98277 0.0157 -0.1048 -0.0794 0.37
H -0.95818 -0.71512 0.46695 0.2064 -0.0377 -0.2257 0.02
H -0.76370 -3.46558 0.62127 -0.0298 -0.0963 -0.0484 0.30
H 0.35765 -3.78103 1.97186 -0.0112 -0.0570 0.0213 0.35
C 0.54290 1.61412 0.93153 -0.0610 -0.1034 -0.3197 -1.54
C -0.84738 2.49658 -0.96334 0.1670 -0.0707 0.1093 -1.83
C -0.12755 1.27370 -0.39788 -2.0040 -1.2826 0.7185 2.03
C 0.87045 0.73982 -1.38468 0.4828 -2.3960 0.0385 -1.56
H 1.30274 2.38141 0.78882 0.0802 0.0923 0.0226 0.42
H -0.18519 1.97522 1.65072 -0.1286 0.1157 0.1688 0.40
H 1.02557 0.73465 1.35139 0.1097 -0.1034 0.0650 0.23
H -1.33457 2.25796 -1.90846 -0.0287 -0.0221 -0.0473 0.40
H -1.60441 2.85880 -0.27106 -0.0975 0.1015 0.0866 0.41
H -0.13739 3.30395 -1.14523 0.0489 0.0880 -0.0406 0.41
H 1.76823 1.35118 -1.43896 0.0995 0.1220 -0.0367 0.37
H 0.44517 0.63960 -2.38279 -0.1148 0.2927 -0.1740 0.38
```
Positions in Å, forces in eV/Å.

Summary:
**Charge**: 0
**ΔE to the lowest compared entry with this formula, charge and spin**: 114.4 kJ/mol
**SMILES**: CC(C)(C)C.[H]/N=C\C
**Largest force on an atom**: 2.49 eV/Å
**Kohn-Sham gap**: 0.3831 hartree



Computed, not measured: a single C5H7NO molecule, with ωB97M-V/def2-TZVPD.

Structure (XYZ):
```
14
Properties=species:S:1:pos:R:3:forces:R:3:mulliken_charge:R:1
N 1.43571 -1.92186 0.64615 0.0573 0.0263 -0.1322 -0.55
C 1.34238 -0.65925 0.20741 0.1790 0.1365 -0.1060 0.50
O 1.98996 0.09805 -0.48751 0.0800 -0.1836 0.4140 -0.58
C -0.17304 1.89966 -0.30533 -0.2486 -0.0053 0.0111 -0.66
C -1.05627 1.00061 0.12478 0.0058 0.3272 -0.1068 -0.15
C -1.10621 -0.40713 -0.46429 0.1198 -0.1134 -0.0319 -0.50
C -0.05241 -0.90783 0.49556 0.0138 0.0182 0.0749 -0.10
H 2.08233 -2.46171 0.06104 -0.5520 -0.2913 -0.1913 0.26
H 0.46249 1.69111 -1.15973 -0.1386 0.1052 0.1375 0.24
H -0.00097 2.83221 0.22253 -0.2146 -0.0271 -0.1119 0.26
H -1.62588 1.17236 1.03706 -0.0130 0.0098 -0.2161 0.32
H -0.79416 -0.39933 -1.51184 0.0767 -0.0346 0.2252 0.30
H -2.09511 -0.86931 -0.37064 0.3383 -0.0220 0.0736 0.29
H -0.40883 -1.06757 1.50481 0.2962 0.0541 -0.0401 0.38
```
Positions in Å, forces in eV/Å.

Summary:
**Charge**: 0
**ΔE to the lowest compared entry with this formula, charge and spin**: 341.9 kJ/mol
**SMILES**: C=CC[C@H]1NC1=O
**Largest force on an atom**: 0.65 eV/Å
**Kohn-Sham gap**: 0.3608 hartree



Computed, not measured: 2 unconnected molecules or ions with the total composition C4H8O2 at a distorted geometry, with ωB97M-V/def2-TZVPD.

Structure (XYZ):
```
14
Properties=species:S:1:pos:R:3:forces:R:3:mulliken_charge:R:1
C 0.89686 -0.55678 -1.26346 -0.3970 1.4804 -0.4678 -1.10
C 0.74814 0.08907 -0.07219 -0.9405 0.0297 -1.6528 0.77
O 0.92546 1.46875 0.04766 -0.4391 -1.2195 -0.6886 -0.47
C 0.39313 -0.57074 1.15723 0.7293 -2.2851 0.3379 -0.24
C 0.05416 0.07211 2.28071 0.3379 0.6351 -2.0304 -0.64
H 0.97267 0.14049 -2.14834 0.3932 -1.1403 0.7569 0.22
H 0.78923 -1.63837 -1.46766 0.0241 0.8956 0.5218 0.36
H 1.02844 1.78603 -0.86403 0.0819 0.1639 0.3614 0.29
H 0.54301 -1.69591 1.09733 0.5279 1.4785 0.4945 0.24
H -0.43304 1.00474 2.04883 0.5859 0.7979 0.7589 0.28
H 0.58134 -0.13106 3.17030 -0.9105 -0.8567 1.5820 0.29
H -2.43220 0.69117 -1.07569 -0.2550 -0.0904 -0.0595 0.32
H -1.57655 -0.47398 -1.43416 0.3081 -0.2893 -0.0381 0.36
O -2.49065 -0.18552 -1.47653 -0.0461 0.4004 0.1237 -0.66
```
Positions in Å, forces in eV/Å.

Summary:
**Charge**: 0
**ΔE to the lowest compared entry with this formula, charge and spin**: 301.2 kJ/mol
**SMILES**: C=CC(=C)O.O
**Largest force on an atom**: 2.42 eV/Å
**Kohn-Sham gap**: 0.3222 hartree



largest force on an atom of number 2 (C7H17N)?
2.49 eV/Å



Among the records above, which one has the lowest largest force on an atom?
C16H16BrMnN2O9P2